1.
C22H30N2O4S in the gas phase. Source: the Open Molecules 2025 dataset; level of theory: the ωB97M-V functional and the def2-TZVPD basis.

Structure (XYZ):
```
59
Properties=species:S:1:pos:R:3
C 3.79 -2.48 0.16
C 2.89 -1.62 1.04
C 2.29 -0.45 0.24
C 0.88 -0.89 0.00
C -0.09 -0.32 -0.80
C -1.35 -0.90 -0.81
S -2.65 -0.17 -1.78
O -2.11 0.95 -2.53
O -3.30 -1.20 -2.54
C -3.89 0.48 -0.58
C -3.74 1.99 -0.50
C -2.28 2.29 -0.17
O -1.66 1.61 0.62
N -1.76 3.37 -0.79
C -0.34 3.65 -0.78
C 0.24 3.52 -2.18
C 1.75 3.74 -2.15
C 2.06 5.12 -1.58
C 1.45 5.29 -0.19
C -0.05 5.05 -0.23
C -1.63 -2.02 -0.05
C -0.66 -2.60 0.75
C 0.60 -2.02 0.77
N 1.73 -2.40 1.49
C 1.76 -3.41 2.42
O 0.78 -4.10 2.65
C 3.05 -3.64 3.13
C 2.98 -4.48 4.38
C 3.57 -5.06 3.15
H 3.23 -2.82 -0.72
H 4.14 -3.36 0.70
H 4.65 -1.91 -0.17
H 3.45 -1.24 1.90
H 2.83 -0.28 -0.69
H 2.30 0.48 0.81
H 0.10 0.55 -1.41
H -3.66 0.01 0.37
H -4.87 0.17 -0.94
H -4.38 2.40 0.28
H -4.01 2.44 -1.46
H -2.29 3.80 -1.53
H 0.10 2.90 -0.11
H -0.01 2.53 -2.59
H -0.22 4.27 -2.83
H 2.21 2.97 -1.52
H 2.16 3.64 -3.15
H 1.65 5.88 -2.25
H 3.14 5.27 -1.53
H 1.91 4.57 0.49
H 1.66 6.29 0.19
H -0.53 5.79 -0.86
H -0.47 5.14 0.78
H -2.62 -2.45 -0.10
H -0.87 -3.47 1.34
H 3.78 -2.85 3.11
H 2.00 -4.82 4.67
H 3.63 -4.22 5.20
H 2.99 -5.80 2.61
H 4.64 -5.21 3.09
```

Strongest force on any atom   0.77 eV/A
HOMO energy   -8.38 eV
Molecular weight   418.6 g mol⁻¹
SMILES string   C[C@H]1Cc2cc(S(=O)(=O)CCC(=O)NC3CCCCC3)ccc2N1C(=O)C1CC1
Gap between HOMO and LUMO   0.3317 Eh
Lowest unoccupied orbital energy   0.6 eV

***

2.
C22H30N4O in the gas phase. Source: the Open Molecules 2025 dataset; level of theory: the ωB97M-V functional and the def2-TZVPD basis.

Structure (XYZ):
```
57
Properties=species:S:1:pos:R:3
C 4.16 2.53 -1.44
C 3.04 2.74 -0.42
C 2.30 4.05 -0.72
C 3.57 2.76 1.01
C 4.21 1.44 1.46
N 3.28 0.35 1.34
C 3.39 -0.64 0.43
N 4.50 -0.70 -0.31
C 4.66 -1.70 -1.15
C 3.75 -2.73 -1.31
C 2.56 -2.65 -0.59
C 2.33 -1.58 0.26
C 1.08 -1.44 1.03
O 1.09 -1.13 2.22
N -0.09 -1.68 0.38
C -0.29 -1.57 -1.05
C -1.06 -0.28 -1.37
N -2.33 -0.28 -0.66
C -3.18 0.83 -1.04
C -4.58 0.64 -0.51
C -5.26 1.67 0.12
C -6.55 1.48 0.59
C -7.16 0.25 0.44
C -6.49 -0.79 -0.17
C -5.20 -0.60 -0.65
C -2.09 -0.33 0.77
C -1.33 -1.61 1.11
H 4.61 1.55 -1.31
H 3.77 2.60 -2.45
H 4.93 3.29 -1.32
H 2.33 1.91 -0.51
H 1.48 4.20 -0.01
H 2.98 4.89 -0.64
H 1.88 4.03 -1.72
H 4.32 3.56 1.11
H 2.75 3.00 1.69
H 5.07 1.20 0.84
H 4.52 1.53 2.50
H 2.48 0.31 1.96
H 5.59 -1.68 -1.71
H 3.95 -3.55 -1.97
H 1.81 -3.43 -0.69
H -0.88 -2.43 -1.38
H 0.66 -1.55 -1.57
H -0.44 0.59 -1.09
H -1.25 -0.24 -2.44
H -3.22 0.86 -2.14
H -2.78 1.80 -0.69
H -4.78 2.63 0.24
H -7.07 2.29 1.07
H -8.17 0.10 0.82
H -6.96 -1.75 -0.29
H -4.67 -1.40 -1.13
H -1.51 0.55 1.11
H -3.06 -0.32 1.28
H -1.94 -2.48 0.84
H -1.10 -1.64 2.18
```

Strongest force on any atom   0.60 eV/A
HOMO energy   -7.94 eV
Molecular weight   366.5 g mol⁻¹
SMILES string   CC(C)CCNc1ncccc1C(=O)N1CCN(Cc2ccccc2)CC1
Gap between HOMO and LUMO   0.3176 Eh
Lowest unoccupied orbital energy   0.7 eV

***

3.
C22H30N4O in the gas phase. Source: the Open Molecules 2025 dataset; level of theory: the ωB97M-V functional and the def2-TZVPD basis.

Structure (XYZ):
```
57
Properties=species:S:1:pos:R:3
C 3.65 0.41 2.07
C 2.49 0.25 1.15
C 1.33 0.99 1.35
C 0.23 0.82 0.52
C 0.25 -0.10 -0.52
C -1.02 -0.35 -1.31
C -1.42 -1.85 -1.25
N -0.95 -2.49 -0.04
C -1.23 -1.86 1.16
O -2.22 -1.18 1.32
N -0.31 -2.14 2.14
C -0.10 -1.46 3.34
C 1.10 -1.66 4.01
C 1.36 -0.98 5.18
C 0.43 -0.10 5.70
C -0.78 0.10 5.05
C -1.81 1.03 5.62
C -1.04 -0.58 3.87
N -1.04 0.14 -2.68
C -1.19 1.58 -2.76
C -1.51 1.98 -4.20
N -0.43 1.56 -5.08
C -0.65 1.99 -6.44
C -0.27 0.13 -4.98
C 0.06 -0.26 -3.54
C 1.42 -0.82 -0.73
C 2.52 -0.65 0.09
H 4.05 1.43 2.00
H 3.34 0.25 3.10
H 4.45 -0.29 1.83
H 1.28 1.68 2.17
H -0.67 1.38 0.71
H -1.82 0.19 -0.79
H -2.51 -1.92 -1.28
H -1.01 -2.40 -2.10
H -0.02 -2.88 -0.11
H 0.47 -2.73 1.87
H 1.84 -2.33 3.60
H 2.30 -1.14 5.70
H 0.63 0.43 6.62
H -2.52 1.34 4.86
H -1.34 1.92 6.05
H -2.36 0.53 6.42
H -1.97 -0.43 3.35
H -2.02 1.89 -2.12
H -0.27 2.10 -2.44
H -1.61 3.07 -4.26
H -2.47 1.52 -4.50
H -0.72 3.08 -6.47
H 0.20 1.68 -7.05
H -1.57 1.57 -6.88
H 0.55 -0.18 -5.63
H -1.19 -0.41 -5.29
H 0.19 -1.34 -3.49
H 1.00 0.24 -3.25
H 1.48 -1.55 -1.53
H 3.42 -1.23 -0.09
```

Strongest force on any atom   0.71 eV/A
HOMO energy   -8.18 eV
Molecular weight   366.5 g mol⁻¹
SMILES string   Cc1ccc([C@H](CNC(=O)Nc2cccc(C)c2)N2CCN(C)CC2)cc1
Gap between HOMO and LUMO   0.3248 Eh
Lowest unoccupied orbital energy   0.7 eV

***

4.
C22H30N4O4 in the gas phase. Source: the Open Molecules 2025 dataset; level of theory: the ωB97M-V functional and the def2-TZVPD basis.

Structure (XYZ):
```
60
Properties=species:S:1:pos:R:3
C 1.92 -2.80 8.54
O 3.02 -1.99 8.21
C 2.73 -0.94 7.33
C 2.54 -1.39 5.87
C 2.37 -0.18 4.97
O 2.32 0.95 5.41
N 2.29 -0.42 3.63
C 2.21 -1.71 2.98
C 0.82 -1.91 2.38
C 0.50 -0.79 1.40
O -0.82 -1.00 0.94
C -1.27 -0.39 -0.19
C -2.60 -0.66 -0.52
C -3.17 -0.11 -1.64
C -2.43 0.75 -2.46
C -3.07 1.30 -3.69
O -3.84 0.64 -4.37
N -2.75 2.59 -3.97
C -3.02 3.18 -5.25
C -1.74 3.28 -6.10
C -0.99 1.98 -6.03
C 0.28 1.75 -5.48
N 0.58 0.46 -5.50
N -0.48 -0.15 -6.03
C -0.51 -1.57 -6.16
C -1.44 0.72 -6.37
C -1.11 1.00 -2.14
C -0.52 0.44 -1.02
C 0.64 0.56 2.12
C 2.04 0.68 2.73
H 1.57 -3.40 7.69
H 1.08 -2.20 8.91
H 2.26 -3.47 9.33
H 1.83 -0.39 7.66
H 3.58 -0.26 7.38
H 1.66 -2.03 5.79
H 3.43 -1.96 5.57
H 2.96 -1.73 2.18
H 2.44 -2.51 3.68
H 0.07 -1.91 3.17
H 0.77 -2.87 1.87
H 1.21 -0.84 0.56
H -3.17 -1.31 0.13
H -4.19 -0.32 -1.91
H -2.06 3.05 -3.39
H -3.75 2.52 -5.74
H -3.47 4.17 -5.12
H -1.10 4.08 -5.71
H -2.01 3.52 -7.13
H 0.98 2.47 -5.10
H -0.58 -1.87 -7.21
H -1.37 -1.98 -5.62
H 0.41 -1.97 -5.74
H -2.37 0.40 -6.80
H -0.49 1.61 -2.79
H 0.51 0.65 -0.82
H -0.11 0.62 2.90
H 0.47 1.39 1.43
H 2.80 0.67 1.94
H 2.13 1.61 3.30
```

Strongest force on any atom   0.87 eV/A
HOMO energy   -8.68 eV
Molecular weight   414.5 g mol⁻¹
SMILES string   COCCC(=O)N1CCC(Oc2ccc(C(=O)NCCc3cnn(C)c3)cc2)CC1
Gap between HOMO and LUMO   0.3417 Eh
Lowest unoccupied orbital energy   0.6 eV

***

5.
7 unconnected molecules or ions with the total composition C22H30O21. Source: the Open Molecules 2025 dataset; level of theory: the ωB97M-V functional and the def2-TZVPD basis.

Structure (XYZ):
```
73
Properties=species:S:1:pos:R:3
C 1.46 -0.68 -1.69
C 0.57 -0.07 -0.65
C 0.09 1.36 -0.95
O -1.30 1.28 -0.58
C -1.70 0.00 -0.49
O -2.84 -0.32 -0.47
O -0.65 -0.84 -0.55
H 2.38 -0.10 -1.81
H 0.93 -0.69 -2.65
H 1.73 -1.71 -1.47
H 1.05 -0.06 0.34
H 0.17 1.63 -2.00
H 0.64 2.02 -0.29
O 1.34 -7.43 -0.01
C 1.20 -6.42 -0.61
O 0.16 -5.57 -0.44
C 0.26 -4.46 -1.33
C 1.51 -4.79 -2.18
O 2.04 -5.97 -1.56
H -0.63 -4.32 -1.93
H 0.50 -3.58 -0.74
H 2.25 -4.00 -2.04
H 1.33 -4.95 -3.24
O 3.73 -1.56 0.52
C 2.80 -1.94 1.16
O 2.33 -1.37 2.29
C 1.10 -2.06 2.67
C 1.31 -3.41 2.03
O 2.10 -3.06 0.88
H 1.18 -2.00 3.76
H 0.23 -1.49 2.36
H 0.44 -3.99 1.72
H 1.92 -4.06 2.67
O -2.81 2.77 -3.80
C -2.44 1.71 -4.17
O -3.23 0.61 -4.27
C -2.42 -0.51 -4.56
C -1.18 0.12 -5.21
O -1.18 1.40 -4.59
H -2.14 -1.07 -3.66
H -2.96 -1.21 -5.19
H -1.24 0.24 -6.29
H -0.32 -0.46 -4.90
O 2.95 2.22 0.57
C 3.13 3.36 0.31
O 3.31 4.37 1.17
C 2.98 5.59 0.49
C 3.43 5.25 -0.93
O 3.13 3.84 -0.98
H 1.89 5.65 0.54
H 3.45 6.44 0.96
H 4.50 5.36 -1.07
H 2.83 5.76 -1.67
O -1.72 -1.38 4.00
C -2.69 -1.37 3.31
O -3.18 -0.28 2.69
C -4.51 -0.56 2.23
C -4.51 -2.08 2.16
O -3.47 -2.44 3.09
H -5.23 -0.23 2.98
H -4.66 -0.11 1.26
H -4.24 -2.48 1.18
H -5.44 -2.54 2.46
O 1.65 5.50 3.73
C 0.84 4.69 3.41
O 0.97 3.36 3.54
C -0.17 2.67 3.04
C -1.01 3.79 2.41
O -0.32 4.99 2.77
H 0.11 1.89 2.34
H -0.68 2.24 3.89
H -2.04 3.79 2.74
H -1.03 3.73 1.32
```

Strongest force on any atom   1.33 eV/A
HOMO energy   -11.12 eV
Molecular weight   630.5 g mol⁻¹
SMILES string   C[C@H]1COC(=O)O1.O=C1OCCO1.O=C1OCCO1.O=C1OCCO1.O=C1OCCO1.O=C1OCCO1.O=C1OCCO1
Gap between HOMO and LUMO   0.4129 Eh
Lowest unoccupied orbital energy   0.1 eV

***

6.
A molecular structure, C22H31As3ClF9NO5Pd. Source: the Open Molecules 2025 dataset; level of theory: the ωB97M-V functional and the def2-TZVPD basis.

Structure (XYZ):
```
73
Properties=species:S:1:pos:R:3
Pd -1.22 -0.36 -0.37
C 2.84 -3.89 1.50
As 2.12 -2.06 1.33
C 2.58 -1.89 -0.57
C 3.72 -1.27 2.25
C 4.23 0.17 2.01
C 5.36 0.41 3.02
C 3.15 1.23 2.27
As 1.61 1.34 1.02
C 0.69 2.73 2.05
C 2.38 2.58 -0.31
C 4.79 0.35 0.60
As 6.29 -0.83 0.07
C 6.15 -0.42 -1.85
C 7.78 0.42 0.42
H 3.84 -3.96 1.07
H 2.17 -4.58 0.99
H 2.88 -4.16 2.56
H 3.63 -2.12 -0.75
H 2.33 -0.90 -0.95
H 1.96 -2.61 -1.09
H 4.55 -1.96 2.08
H 3.46 -1.35 3.31
H 4.98 0.36 4.04
H 5.81 1.40 2.88
H 6.15 -0.35 2.92
H 3.62 2.22 2.27
H 2.72 1.09 3.26
H 1.41 3.36 2.58
H 0.00 2.27 2.76
H 0.11 3.35 1.36
H 2.95 3.37 0.17
H 1.55 3.01 -0.88
H 3.02 2.04 -1.01
H 5.13 1.38 0.46
H 4.02 0.17 -0.15
H 5.28 -0.93 -2.26
H 7.04 -0.78 -2.36
H 6.05 0.65 -2.00
H 7.99 0.47 1.49
H 7.54 1.42 0.05
H 8.67 0.06 -0.09
F -1.09 -5.71 -1.66
C -0.68 -4.43 -1.75
F -0.75 -4.08 -3.04
F 0.61 -4.43 -1.41
C -1.50 -3.44 -0.87
O -0.80 -2.29 -0.80
C -1.70 -4.09 0.54
F -2.62 -5.08 0.53
F -0.55 -4.64 0.97
F -2.07 -3.20 1.45
C -2.90 -3.26 -1.54
F -3.37 -4.40 -2.09
F -2.84 -2.35 -2.52
F -3.82 -2.85 -0.66
Cl -1.68 7.89 -2.46
C -1.48 6.19 -2.12
C -2.10 5.65 -1.01
C -1.93 4.30 -0.74
C -1.16 3.50 -1.58
C -0.55 4.07 -2.70
C -0.71 5.42 -2.97
C -0.96 2.05 -1.29
O -0.35 1.32 -2.08
O -1.42 1.63 -0.17
H -2.70 6.27 -0.36
H -2.40 3.84 0.12
H 0.04 3.43 -3.34
H -0.24 5.87 -3.84
O -4.05 0.16 -0.64
N -3.92 -0.20 0.49
O -2.76 -0.61 0.87
```

Strongest force on any atom   0.43 eV/A
HOMO energy   -5.76 eV
Molecular weight   927.1 g mol⁻¹
Gap between HOMO and LUMO   0.2976 Eh
Net charge   -1
Lowest unoccupied orbital energy   2.3 eV

***

7.
A molecular structure, C22H31AsI2N9O3PSSc. Source: the Open Molecules 2025 dataset; level of theory: the ωB97M-V functional and the def2-TZVPD basis.

Structure (XYZ):
```
71
Properties=species:S:1:pos:R:3
Sc -0.33 0.14 0.30
I -0.18 4.62 -2.19
C 0.33 4.19 -0.23
C 0.70 5.25 0.64
C 1.02 5.03 1.95
I 1.56 6.64 3.14
C 0.96 3.70 2.47
C 1.24 3.34 3.81
C 1.13 2.04 4.21
C 0.72 1.07 3.28
N 0.45 1.37 2.02
C 0.58 2.66 1.60
C 0.30 2.91 0.23
O -0.03 1.84 -0.51
H 0.73 6.26 0.24
H 1.54 4.11 4.51
H 1.35 1.74 5.23
H 0.60 0.04 3.57
N -0.63 0.37 -3.06
C -1.73 -0.24 -2.59
N -2.55 -0.84 -3.43
C -3.67 -1.33 -2.89
N -4.50 -2.02 -3.67
N -4.03 -1.19 -1.58
C -3.13 -0.61 -0.84
N -1.92 -0.20 -1.24
C -3.44 -0.31 0.59
C -4.72 -0.44 1.09
C -4.96 -0.05 2.40
C -3.92 0.44 3.15
C -2.65 0.52 2.58
N -2.41 0.16 1.32
H -0.59 0.46 -4.07
H -0.28 1.16 -2.52
H -4.32 -2.06 -4.66
H -5.41 -2.27 -3.32
H -5.51 -0.81 0.44
H -5.96 -0.13 2.81
H -4.06 0.76 4.17
H -1.82 0.91 3.14
N -1.61 -4.39 -0.64
C -1.01 -4.11 0.71
P 0.29 -2.80 0.48
O 0.10 -2.37 -0.95
O 0.12 -1.70 1.51
C 1.90 -3.62 0.85
N 2.81 -2.70 1.57
H -2.63 -4.38 -0.62
H -1.31 -5.29 -1.02
H -1.26 -3.63 -1.28
H -0.68 -5.04 1.16
H -1.79 -3.69 1.35
H 2.38 -3.93 -0.08
H 1.75 -4.50 1.48
H 3.68 -3.16 1.84
H 2.36 -2.33 2.41
H 3.03 -1.85 0.96
C 5.35 0.49 -1.65
As 3.45 0.56 -1.87
C 2.94 -0.53 -3.37
C 2.94 2.37 -2.22
S 2.51 -0.09 -0.06
H 5.83 0.80 -2.59
H 5.66 -0.52 -1.40
H 5.64 1.18 -0.85
H 3.27 -0.04 -4.29
H 1.86 -0.63 -3.36
H 3.41 -1.50 -3.28
H 3.67 2.81 -2.91
H 2.93 2.92 -1.28
H 1.95 2.39 -2.67
```

Strongest force on any atom   0.67 eV/A
HOMO energy   -14.44 eV
Molecular weight   906.3 g mol⁻¹
Gap between HOMO and LUMO   0.2455 Eh
Net charge   +3
Lowest unoccupied orbital energy   -7.8 eV